Record 1
Density functional theory data (wB97M-V/def2-TZVPD) for C2H2ClFN2O4 in the gas phase at a distorted geometry.

```
12
Properties=species:S:1:pos:R:3
C 0.27519 0.26187 -0.10144
C -0.90698 0.47788 -1.07164
N -0.52173 1.65395 -2.02596
N -2.26231 0.76468 -0.44238
O 0.50819 1.52782 -2.63213
O -1.19697 2.58500 -1.81816
O -3.22319 0.51509 -1.20257
O -2.31082 1.15981 0.69826
F -1.18430 -0.53586 -1.84272
Cl 0.78799 1.70288 0.75266
H 0.00660 -0.39723 0.59765
H 1.14482 -0.20438 -0.63376
```

Properties
**E_tot**: -1047.5931 a.u.
**Highest occupied orbital energy (alpha / beta)**: -9.1 / -11.5 eV
**Multiplicity**: 3
**LUMO level (alpha / beta)**: -0.0046 / -0.1479 Ha
**Charge**: 0

Results of the Löwdin charge analysis, in e, for atoms 1 through 2: -0.47, -0.40

Record 2
Density functional theory data (wB97M-V/def2-TZVPD) for 9 unconnected molecules or ions with the total composition C36H94ClN6O18 at a distorted geometry.

```
155
Properties=species:S:1:pos:R:3
Cl -0.74345 0.59298 1.14443
O -1.08299 -0.62170 0.55688
O -0.35279 0.47726 2.48859
O 0.41228 1.02121 0.35218
O -1.89338 1.52513 0.98151
C 2.87530 1.00684 3.03277
O 4.18632 0.42687 3.34573
C 4.44372 0.21590 4.66462
C 5.87539 -0.19282 5.09777
N 6.48405 -1.29131 4.42303
C 6.83058 -0.90205 3.06282
C 8.07131 -1.78552 2.53762
O 8.17942 -1.33082 1.21884
C 8.92325 -2.13655 0.37373
H 2.11735 0.56278 3.67807
H 2.68696 0.98121 1.95947
H 2.76887 2.04539 3.34611
H 3.83311 -0.62212 5.00074
H 4.13901 1.04673 5.30101
H 6.04075 -0.45365 6.14310
H 6.50519 0.69627 5.06667
H 6.43543 -2.28497 4.59728
H 7.10192 0.15221 3.00806
H 6.02107 -1.11479 2.36457
H 7.71466 -2.81531 2.51678
H 8.97250 -1.67142 3.14006
H 8.43014 -3.09205 0.19495
H 9.96972 -2.25945 0.65286
H 9.12077 -1.74853 -0.62553
C 0.95832 -10.63527 -1.26906
O 0.83260 -9.26356 -0.98730
C 1.99940 -8.81554 -0.33006
C 2.25509 -7.34034 -0.51449
N 1.10825 -6.44973 -0.20449
C 0.60799 -6.80097 1.14562
C -0.42991 -5.80424 1.61369
O 0.02154 -4.46889 1.82604
C -0.91738 -3.67686 2.58162
H 1.80196 -10.88026 -1.91431
H 0.02859 -10.93670 -1.75159
H 1.10971 -11.36651 -0.47504
H 2.92016 -9.26157 -0.70601
H 2.05191 -8.97930 0.74629
H 2.50166 -7.13493 -1.55617
H 3.12368 -6.99108 0.04380
H 0.51368 -6.78839 -0.94739
H 1.46614 -6.83643 1.81676
H 0.24460 -7.82568 1.22316
H -1.01872 -6.15391 2.46172
H -1.15792 -5.71424 0.80747
H -0.78699 -3.72045 3.66291
H -1.97737 -3.80709 2.36351
H -0.76961 -2.60685 2.43548
C -5.27300 2.99497 0.10010
O -4.73032 1.85362 -0.48765
C -3.94803 2.04128 -1.62046
C -3.62714 0.78775 -2.44694
N -2.92716 1.11124 -3.61537
C -1.48591 1.36158 -3.34665
C -0.92873 2.57897 -4.06744
O -1.68700 3.68921 -3.61627
C -1.14993 4.39475 -2.47984
H -4.50404 3.67532 0.46604
H -5.82377 2.65168 0.97583
H -6.07366 3.46477 -0.47115
H -3.08539 2.68884 -1.46354
H -4.55791 2.66586 -2.27319
H -4.54924 0.29584 -2.75654
H -3.11709 0.12441 -1.74841
H -3.21783 1.99095 -4.01750
H -1.03157 0.38062 -3.48585
H -1.25435 1.43131 -2.28381
H -1.16091 2.38397 -5.11442
H 0.15921 2.52002 -4.03552
H -0.15991 4.79311 -2.70184
H -1.11524 3.73233 -1.61491
H -1.83355 5.15715 -2.10633
C -2.05321 8.69674 -4.68615
O -2.60871 8.64595 -3.38209
C -2.24646 9.78796 -2.59006
C -2.70552 9.73625 -1.16883
N -2.16780 8.43035 -0.63250
C -2.91368 7.95440 0.51387
C -2.56170 6.50787 0.84379
O -3.44151 6.08012 1.95723
C -3.01826 4.80208 2.50013
H -2.51851 9.43239 -5.34221
H -2.10835 7.72826 -5.18326
H -0.97438 8.82770 -4.60205
H -2.71908 10.76280 -2.71008
H -1.19356 10.06816 -2.62168
H -3.78664 9.86823 -1.21183
H -2.20219 10.51130 -0.59085
H -2.33323 7.80920 -1.41154
H -3.97205 7.91337 0.25645
H -2.92269 8.53003 1.43944
H -1.51689 6.50379 1.15434
H -2.53855 5.88012 -0.04700
H -1.97565 4.88720 2.80640
H -3.03239 3.91596 1.86554
H -3.72835 4.59564 3.30092
C -5.08213 -2.38404 -1.00552
C -5.69963 -3.76228 -1.42215
O -5.56012 -4.75406 -0.42247
O -3.68682 -2.08737 -1.29202
H -5.36202 -2.28497 0.04327
H -5.65194 -1.65685 -1.58397
H -5.25772 -4.27353 -2.27740
H -6.77095 -3.79598 -1.62026
H -5.95697 -4.49356 0.41195
H -3.49356 -1.17238 -1.07511
C -3.12779 2.15100 5.95670
C -2.84397 1.57589 4.52602
O -3.98476 1.44803 3.65885
O -3.77288 3.48562 5.92421
H -2.18085 2.09808 6.49391
H -3.87067 1.51598 6.43939
H -2.31248 0.64135 4.70556
H -2.14572 2.27564 4.06678
H -3.67962 1.65143 2.77165
H -4.56069 3.36493 5.38906
C 2.75220 1.44352 -2.58822
C 3.57647 0.72107 -1.50707
C 4.06729 1.58780 -0.30140
O 5.06655 2.56723 -0.67165
C 6.41677 2.30770 -0.21074
N 2.75936 -0.44593 -1.02029
H 1.69243 1.29345 -2.38214
H 2.87399 0.92151 -3.53731
H 3.05424 2.47995 -2.73885
H 4.45691 0.26946 -1.96419
H 4.44201 0.93683 0.48849
H 3.21177 2.07212 0.16937
H 6.83207 3.30669 -0.34358
H 6.82703 1.59064 -0.92180
H 6.41325 1.95359 0.82013
H 1.88287 -0.12182 -0.63712
H 2.41865 -0.85183 -1.88009
C -0.02094 -2.53317 -2.91683
C -0.84464 -3.65934 -2.16968
C -0.37520 -4.92994 -2.88091
O -0.77568 -6.13191 -2.17973
C -2.22671 -6.18089 -1.96452
N -0.57636 -3.64295 -0.81496
H 1.06518 -2.53833 -2.82511
H -0.32486 -1.60463 -2.43356
H -0.18046 -2.38544 -3.98493
H -1.86778 -3.49334 -2.50691
H 0.71457 -4.92154 -2.86018
H -0.64700 -5.03524 -3.93121
H -2.65292 -6.26534 -2.96418
H -2.73355 -5.34408 -1.48394
H -2.33406 -7.15160 -1.48049
H -1.45190 -3.90611 -0.38567
H -0.74194 -2.66550 -0.62188
```

Properties
**E_tot**: -3570.4184 a.u.
**Highest occupied orbital energy**: -6.2 eV
**Multiplicity**: 1
**LUMO level**: 0.0848 Ha
**Charge**: -1

Results of the Löwdin charge analysis, in e, for atoms 1 through 2: 0.63, -0.35

Record 3
Density functional theory data (wB97M-V/def2-TZVPD) for C18H28N2O3 in the gas phase.

```
51
Properties=species:S:1:pos:R:3
C -7.25804 -1.43867 0.57087
H -7.22893 -2.17465 -0.23544
H -8.02685 -0.69787 0.34009
H -7.46534 -1.92230 1.52202
O -5.99397 -0.81095 0.71093
C -5.55850 -0.13157 -0.36112
O -6.19535 -0.03778 -1.38275
C -4.22921 0.48553 -0.14463
C -3.68564 1.25610 -1.16909
C -2.44943 1.85116 -1.01095
C -1.73558 1.68820 0.17036
C -2.28262 0.91389 1.19043
C -3.51834 0.31602 1.04055
H -3.93671 -0.28442 1.83179
H -1.72566 0.78493 2.10645
C -0.38008 2.30981 0.35942
N 0.65869 1.28737 0.41672
C 0.86133 0.66496 -0.87938
H 1.25397 1.39977 -1.60655
C 1.87113 -0.48445 -0.78113
N 3.11687 0.07985 -0.29808
C 2.97395 0.74649 0.97656
C 1.92064 1.84526 0.86728
H 2.28224 2.61964 0.16723
H 1.77304 2.30440 1.84827
H 2.68909 0.06130 1.79053
H 3.92822 1.20698 1.23780
C 4.33158 -0.69584 -0.49724
C 4.81416 -1.50106 0.71696
H 5.15964 -0.84037 1.50799
H 4.02421 -2.13185 1.11535
H 5.64360 -2.13812 0.41950
H 4.11958 -1.39959 -1.31041
C 5.44645 0.24373 -0.97133
H 5.71939 0.94409 -0.18636
H 5.10974 0.80962 -1.83537
H 6.32967 -0.32715 -1.24566
C 1.33929 -1.67493 0.04418
H 1.14429 -1.35457 1.06807
H 2.11634 -2.43997 0.06369
C 0.05081 -2.29178 -0.51281
O -1.10845 -1.84836 0.14866
H -1.06381 -0.88882 0.24542
H 0.05858 -3.37586 -0.37107
H -0.02495 -2.09533 -1.59428
H 2.05584 -0.84217 -1.80304
H -0.09487 0.29993 -1.25870
H -0.36481 2.84440 1.31411
H -0.18208 3.04067 -0.44478
H -2.03374 2.44966 -1.80906
H -4.24937 1.37465 -2.08201
```

Properties
**E_tot**: -1037.9192 a.u.
**Highest occupied orbital energy**: -8.2 eV
**Multiplicity**: 1
**LUMO level**: 0.0202 Ha
**SMILES**: COC(=O)c1ccc(CN2CCN(C(C)C)[C@@H](CCO)C2)cc1
**Charge**: 0

Results of the Löwdin charge analysis, in e, for atoms 1 through 2: -0.05, 0.10

Record 4
Density functional theory data (wB97M-V/def2-TZVPD) for a molecular structure, C10H23O12V at a distorted geometry.

```
46
Properties=species:S:1:pos:R:3
V 0.16090 0.44537 0.15206
O -1.78326 0.81400 0.52682
H -2.63666 1.25368 0.70830
O 1.86502 -0.35345 -0.47911
H 2.74209 -0.43272 -0.90219
C 1.41789 2.68338 2.42657
O 0.95302 2.18081 1.21844
H 2.07219 3.55510 2.41730
H 0.58604 2.96010 3.07430
H 2.01054 1.91713 2.92630
C 1.21606 4.26394 -1.58587
O 0.41160 3.61436 -2.58892
C -0.06428 2.33921 -2.57048
O -0.06044 1.59300 -1.61050
O -0.57125 1.99503 -3.71772
C -0.59782 2.80248 -4.89466
H 1.20773 5.35234 -1.64426
H 2.18788 3.78418 -1.46960
H 0.76324 3.98634 -0.63403
H 0.38663 3.25174 -5.02551
H -1.35822 3.56833 -4.74184
H -0.75805 2.23574 -5.81185
C 0.75160 -3.43209 -1.04398
O -0.63463 -3.46338 -0.97503
C -1.28286 -2.29274 -0.93556
O -0.65737 -1.21707 -0.91960
O -2.56130 -2.42843 -0.74011
C -3.31408 -3.64789 -0.88619
H 1.23176 -4.39856 -0.89070
H 1.04630 -2.88680 -0.14737
H 1.17872 -2.84282 -1.85541
H -4.32381 -3.56760 -0.48358
H -2.78321 -4.44672 -0.36837
H -3.34968 -3.99220 -1.91978
C 2.42025 -2.19873 2.32237
O 1.33984 -2.16133 3.20793
C 0.39211 -1.29256 2.94801
O 0.18957 -0.68905 1.92113
O -0.54158 -1.27519 3.91905
C -1.65016 -0.38908 3.77351
H 2.80658 -1.21229 2.06588
H 2.15283 -2.69491 1.38942
H 3.31147 -2.63170 2.77665
H -2.42304 -0.71019 4.47184
H -2.07891 -0.60301 2.79448
H -1.37126 0.66424 3.80186
```

Properties
**E_tot**: -2241.4345 a.u.
**Highest occupied orbital energy (alpha / beta)**: -11.9 / -12.4 eV
**Multiplicity**: 4
**LUMO level (alpha / beta)**: -0.1201 / -0.2225 Ha
**Charge**: +1

Results of the Löwdin charge analysis, in e, for atoms 1 through 2: 1.10, -0.35

Record 5
Density functional theory data (wB97M-V/def2-TZVPD) for C4H8N2 in the gas phase.

```
14
Properties=species:S:1:pos:R:3
C 2.36028 -0.00605 0.55453
C 0.97137 0.42488 1.00249
N 0.05184 0.10093 -0.07723
C -3.04406 -0.29505 -1.47021
C -2.13520 0.01684 -0.58205
N -1.28450 0.36779 0.23681
H 2.58371 0.42684 -0.42597
H 2.41936 -1.09815 0.46331
H 3.12783 0.31494 1.26338
H 0.69572 -0.04904 1.95768
H 0.93502 1.50923 1.15230
H 0.15551 -0.86919 -0.36386
H -3.54812 -1.25389 -1.45245
H -3.28878 0.40992 -2.25872
```

Properties
**E_tot**: -266.6343 a.u.
**Highest occupied orbital energy**: -8.8 eV
**Multiplicity**: 1
**LUMO level**: 0.0381 Ha
**SMILES**: C=C=NNCC
**Charge**: 0

Results of the Löwdin charge analysis, in e, for atoms 1 through 2: -0.11, -0.29

Record 6
Density functional theory data (wB97M-V/def2-TZVPD) for a molecular structure, C45H71BrGeN3O4SeW at a distorted geometry.

```
127
Properties=species:S:1:pos:R:3
W -1.17023 0.01834 -0.20509
C -3.92349 -1.11150 2.22741
N -2.49132 -1.38016 2.12163
C -2.29032 -2.82543 2.17948
C -1.77929 -0.67104 3.16043
C -0.29281 -0.82303 3.00422
N 0.25062 -0.44051 1.65403
C 1.17161 -1.53698 1.25643
C 1.99493 -1.37405 0.00698
C 3.12362 -2.18108 -0.03805
C 3.96332 -2.20562 -1.13611
C 3.65845 -1.33262 -2.17197
C 2.56847 -0.46406 -2.16916
C 1.69616 -0.53413 -1.06683
O 0.56106 0.25626 -0.94433
C 2.45402 0.57881 -3.28225
C 1.02957 0.62595 -3.84599
C 2.91106 1.91481 -2.67333
C 3.37098 0.30307 -4.48086
C 5.17774 -3.13019 -1.15773
C 4.72128 -4.57951 -0.94086
C 5.93077 -3.05886 -2.48619
C 6.13474 -2.72109 -0.02934
C 1.06585 0.80835 1.85642
C 0.28672 1.93083 2.48289
C 0.74040 2.56611 3.61842
C 0.02652 3.62724 4.17989
C -1.15137 3.99926 3.55551
C -1.67085 3.38333 2.40714
C -0.91455 2.33810 1.88670
O -1.27150 1.64789 0.77517
C -2.98019 3.94605 1.83685
C -2.72883 5.40014 1.40757
C -3.54121 3.19278 0.62694
C -4.06261 3.91195 2.92689
C 0.55026 4.30771 5.44264
C 1.96538 4.84338 5.18411
C -0.33424 5.47461 5.88059
C 0.59433 3.27775 6.58057
H -4.10389 -0.03860 2.27244
H -4.33365 -1.57361 3.13523
H -4.44419 -1.51477 1.36150
H -2.63167 -3.23599 3.14018
H -1.24496 -3.09532 2.04219
H -2.85677 -3.29232 1.37541
H -2.04345 -1.02427 4.17082
H -2.05802 0.38428 3.10767
H 0.00629 -1.85031 3.20486
H 0.18741 -0.20063 3.75906
H 0.57103 -2.44226 1.16943
H 1.87370 -1.68885 2.08354
H 3.33183 -2.81455 0.81733
H 4.31863 -1.30493 -3.02067
H 0.27933 0.67572 -3.06367
H 0.83848 -0.27273 -4.43703
H 0.91034 1.49091 -4.50286
H 2.42027 2.11847 -1.72429
H 2.71818 2.74327 -3.35799
H 3.98539 1.87356 -2.48513
H 3.17051 -0.67042 -4.93268
H 4.42812 0.36048 -4.22200
H 3.18339 1.06497 -5.23959
H 4.05496 -4.90133 -1.74278
H 4.19311 -4.70357 0.00544
H 5.58720 -5.24370 -0.92684
H 5.28686 -3.31717 -3.32959
H 6.75720 -3.77032 -2.47138
H 6.35419 -2.06790 -2.66206
H 5.66205 -2.81243 0.94991
H 6.46228 -1.68715 -0.15242
H 7.01780 -3.36251 -0.03502
H 1.47239 1.10980 0.89382
H 1.90751 0.54570 2.50436
H 1.66796 2.23117 4.06967
H -1.71330 4.82248 3.97126
H -1.92086 5.45267 0.67493
H -2.45913 6.03371 2.25300
H -3.63084 5.81455 0.95292
H -2.87766 3.26257 -0.23601
H -4.49626 3.64802 0.35561
H -3.71980 2.14038 0.84324
H -3.76842 4.45059 3.82668
H -4.29316 2.88253 3.21074
H -4.97802 4.37145 2.54974
H 1.96973 5.54514 4.34821
H 2.66825 4.04083 4.95639
H 2.33513 5.36487 6.06859
H -0.39841 6.24580 5.11036
H 0.09104 5.93441 6.77333
H -1.34546 5.14707 6.13003
H 1.25266 2.44132 6.33996
H -0.40188 2.87962 6.78272
H 0.96759 3.74251 7.49495
Br -0.40027 3.23346 -2.03423
C -1.64652 2.03596 -2.72456
C -2.27805 2.37738 -3.92112
C -3.34520 1.62661 -4.35975
C -3.83257 0.60963 -3.53914
C -3.15254 0.34542 -2.38402
N -2.00023 0.96200 -2.02272
C -3.73377 -0.45451 -1.25111
O -4.64751 -1.21637 -1.34458
O -3.11511 -0.07479 -0.13491
H -1.93562 3.24815 -4.45965
H -3.84318 1.87716 -5.28664
H -4.74140 0.06442 -3.75042
C 1.15413 -4.37317 -2.79336
Ge -0.50358 -3.95757 -3.73076
C -0.14740 -3.55285 -5.61067
C -1.75967 -5.43907 -3.56796
C -1.30776 -2.33400 -2.93353
Se -1.13278 -2.31790 -0.97235
C -4.04091 -4.44527 -1.01818
H 1.75584 -5.05662 -3.39482
H 0.94703 -4.84772 -1.83360
H 1.73538 -3.47028 -2.60604
H 0.52527 -4.29879 -6.03482
H 0.32251 -2.57426 -5.71756
H -1.06806 -3.55568 -6.19455
H -1.36754 -6.31394 -4.08767
H -2.72824 -5.19167 -4.00263
H -1.90774 -5.70396 -2.52099
H -2.37590 -2.28838 -3.15084
H -0.82421 -1.44729 -3.34233
H -3.27829 -5.06479 -0.57380
H -4.07692 -4.32350 -2.08867
H -4.80522 -3.99386 -0.40642
```

Properties
**E_tot**: -9341.8204 a.u.
**Highest occupied orbital energy (alpha / beta)**: -10.1 / -10.7 eV
**Multiplicity**: 3
**LUMO level (alpha / beta)**: -0.1420 / -0.1380 Ha
**Charge**: +1

Results of the Löwdin charge analysis, in e, for atoms 1 through 2: 1.65, -0.07